Entry 1:
{"formula": "CH6OS", "method": "wB97M-V/def2-TZVPD", "symbols": ["S", "O", "C", "H", "H", "H", "H", "H", "H"], "coordinates": [[1.53756, -0.66442, 0.75984], [3.68579, 1.90446, 2.65957], [0.00000, 0.00000, 0.00000], [0.29716, 0.41633, -0.97723], [-0.76147, -0.78033, -0.16691], [-0.44904, 0.80629, 0.60405], [1.37128, -0.03524, 1.94263], [4.60783, 2.22517, 2.78303], [3.45971, 2.14976, 1.73383]], "smiles": "CS.O", "total_energy_ev": -14016.7200, "homo_energy_ev": -9.03, "fmax_ev_per_a": 1.22, "lumo_energy_ev": 0.8393, "e_above_lowest_kcal_mol": 2.9}

***

Entry 2:
{"formula": "CH6OS", "method": "wB97M-V/def2-TZVPD", "symbols": ["S", "O", "C", "H", "H", "H", "H", "H", "H"], "coordinates": [[-0.01151, 1.81217, -2.76039], [0.80162, 0.10932, 0.84166], [-0.01289, -0.95992, 1.33734], [1.16861, 0.58161, 1.59438], [-1.05758, -0.65399, 1.40127], [0.07533, -1.78439, 0.63569], [-0.24532, 0.83212, -1.87661], [-1.05444, 1.37108, -3.47319], [0.33618, -1.30801, 2.29983]], "smiles": "CO.S", "total_energy_ev": -14016.3510, "homo_energy_ev": -9.51, "fmax_ev_per_a": 0.58, "lumo_energy_ev": 0.8532, "e_above_lowest_kcal_mol": 11.4}

***

Entry 3:
{"formula": "CH6OS2", "method": "wB97M-V/def2-TZVPD", "symbols": ["S", "S", "O", "C", "H", "H", "H", "H", "H", "H"], "coordinates": [[1.93901, 4.40248, -5.29939], [-0.06980, 4.53793, -5.06717], [0.26529, -2.75121, 2.65527], [-0.81701, -2.62283, 3.54098], [-1.82297, -2.46868, 3.09253], [-0.53700, -1.69723, 4.12562], [-0.84589, -3.36232, 4.32000], [2.19181, 3.07010, -5.53264], [-0.34695, 4.28779, -3.71415], [0.04351, -3.39603, 1.87895]], "smiles": "CO.SS", "total_energy_ev": -24851.2091, "homo_energy_ev": -9.62, "fmax_ev_per_a": 3.50, "lumo_energy_ev": 0.3741, "e_above_lowest_kcal_mol": 23.5}

***

Entry 4:
{"formula": "CH6OSi", "method": "wB97M-V/def2-TZVPD", "symbols": ["Si", "O", "C", "H", "H", "H", "H", "H", "H"], "coordinates": [[-0.64086, 0.60543, 0.51812], [1.72916, -0.86867, -0.58175], [0.40038, -0.95382, 0.00322], [-1.03031, -0.05210, 1.88342], [1.50250, -0.68085, -1.49235], [0.60018, -1.21747, 1.12600], [-1.72009, 0.88831, -0.40866], [-0.18434, -1.83362, -0.41926], [0.20969, 1.79891, 0.37872]], "smiles": "OC[SiH3]", "total_energy_ev": -11057.5438, "homo_energy_ev": -9.75, "fmax_ev_per_a": 2.72, "lumo_energy_ev": 0.8115, "e_above_lowest_kcal_mol": 56.5}